one) C2H7N3O3 | ωB97M-V/def2-TZVPD

Last column: Mulliken charge in e.
CARTESIAN COORDINATES (ANGSTROEM)
1 C 0.21 -1.47 -1.15  -0.5486
2 C 0.39 0.90 -1.63  0.2142
3 O 0.77 -0.38 -1.86  -0.2797
4 O -0.69 1.24 -1.22  -0.5459
5 H 1.04 1.55 -2.23  0.3543
6 H 0.31 -1.37 -0.07  0.2559
7 H 0.76 -2.35 -1.48  0.2391
8 H -0.85 -1.57 -1.39  0.2732
9 N -1.54 0.49 1.45  -0.1189
10 O 1.28 0.13 1.22  -0.3269
11 N 0.55 0.73 2.30  -0.1750
12 N -0.65 0.64 2.39  -0.1770
13 H 2.20 0.20 1.50  0.3345
14 H -1.28 0.56 0.46  0.2592
15 H -2.49 0.71 1.69  0.2417

Results
Frontier orbital gap, eV: 9.539
Net charge: 0
SMILES: N/N=N\O.COC=O
HOMO energy, eV: -8.78

=====

two) C2H7N3O3 | ωB97M-V/def2-TZVPD

Last column: Mulliken charge in e.
CARTESIAN COORDINATES (ANGSTROEM)
1 C 1.23 -0.54 -0.23  0.5855
2 N 0.88 -0.34 -1.60  -0.3367
3 O 1.60 0.64 0.37  -0.5030
4 O 1.74 -1.58 0.14  -0.5589
5 H 1.05 1.38 0.06  0.3558
6 H 0.78 0.58 -2.00  0.2158
7 H 0.70 -1.20 -2.11  0.2238
8 N -0.80 -0.20 1.79  -0.3760
9 C -0.98 -0.58 0.49  -0.0970
10 O -1.06 1.58 -0.26  -0.4167
11 N -1.39 0.23 -0.49  -0.4048
12 H -1.61 2.05 -0.90  0.3704
13 H -0.73 -0.95 2.46  0.2593
14 H -0.12 0.53 1.97  0.2968
15 H -1.30 -1.60 0.31  0.3856

Results
Frontier orbital gap, eV: 8.928
Net charge: 0
SMILES: N/C=N\O.NC(=O)O
HOMO energy, eV: -8.55

=====

Which one sits at the bottom of the stability order? one) does.

=====

one) C35H33IN4PdS | ωB97M-V/def2-TZVPD

Last column: Mulliken charge in e.
CARTESIAN COORDINATES (ANGSTROEM)
1 Pd 0.06 -1.98 0.09  -0.4313
2 I -1.81 -3.04 1.63  0.3024
3 C -0.54 -4.71 1.92  0.4936
4 C -1.01 -5.84 2.51  -0.6661
5 C -0.11 -6.89 2.77  -0.6792
6 C 1.22 -6.74 2.50  -0.9126
7 C 1.72 -5.56 1.90  0.7519
8 C 3.09 -5.39 1.64  -0.7856
9 C 3.55 -4.24 1.06  -1.1531
10 C 2.65 -3.22 0.69  0.6832
11 C 1.31 -3.36 0.89  0.1742
12 C 0.81 -4.51 1.56  0.7389
13 H -2.05 -5.94 2.76  0.4300
14 H -0.48 -7.81 3.21  0.4097
15 H 1.92 -7.53 2.74  0.4153
16 H 3.78 -6.18 1.91  0.4161
17 H 4.61 -4.11 0.86  0.4200
18 H 3.05 -2.33 0.23  0.0489
19 N -3.13 -0.35 4.04  -0.3481
20 C -3.25 0.40 2.94  0.6230
21 S -3.56 -0.35 1.44  -0.3274
22 N -3.07 1.72 3.09  -0.1982
23 C -3.29 2.78 2.17  0.3792
24 C -4.30 2.75 1.22  -0.3090
25 C -4.48 3.85 0.39  -0.4367
26 C -3.67 4.96 0.50  -0.8604
27 C -2.67 4.99 1.46  -0.7961
28 C -2.48 3.91 2.30  -0.5503
29 H -3.33 -1.33 4.00  0.2208
30 H -3.03 0.06 4.96  0.1906
31 H -2.76 2.03 4.00  0.2998
32 H -4.98 1.91 1.17  0.6452
33 H -5.29 3.83 -0.33  0.5605
34 H -3.83 5.82 -0.15  0.6012
35 H -2.03 5.86 1.55  0.4355
36 H -1.71 3.93 3.06  0.4200
37 N -1.55 -0.34 -0.21  -0.7557
38 C -1.21 0.80 -0.59  0.5977
39 C -1.95 1.97 -1.05  0.8145
40 C -1.36 3.23 -0.99  -0.0428
41 C -2.00 4.32 -1.55  -1.0736
42 C -3.21 4.15 -2.21  -0.3743
43 C -3.80 2.90 -2.28  -1.0598
44 C -3.18 1.80 -1.70  -0.4356
45 C 0.31 0.74 -0.75  0.1883
46 C 1.10 0.61 0.41  0.3754
47 C 2.51 0.43 0.55  -0.6102
48 C 3.56 0.46 -0.32  -0.9782
49 C 3.67 0.79 -1.79  0.2029
50 C 0.71 0.39 -2.01  -0.7571
51 H -0.41 3.36 -0.49  0.6209
52 H -1.54 5.30 -1.49  0.4669
53 H -3.69 5.00 -2.68  0.4674
54 H -4.73 2.76 -2.81  0.4698
55 H -3.63 0.82 -1.76  0.5101
56 H 0.57 0.75 1.35  0.5295
57 H 2.80 0.25 1.58  0.4486
58 H 4.52 0.25 0.14  0.4229
59 H 4.74 0.81 -2.02  0.8375
60 H 0.09 0.57 -2.88  0.4496
61 C 3.14 2.20 -2.11  -1.4795
62 C 3.09 -0.37 -2.70  1.9898
63 C 4.00 -1.60 -2.64  -1.5718
64 C 2.93 0.08 -4.15  -1.9685
65 C 1.75 -0.67 -2.07  -0.2698
66 N 1.42 -1.69 -1.42  -0.7607
67 H 3.46 2.50 -3.10  0.3985
68 H 3.53 2.91 -1.39  0.4301
69 H 2.05 2.27 -2.08  0.3007
70 H 4.95 -1.37 -3.12  0.4674
71 H 3.54 -2.43 -3.19  0.4321
72 H 4.19 -1.93 -1.62  0.2307
73 H 3.89 0.44 -4.52  0.4161
74 H 2.20 0.88 -4.26  0.4060
75 H 2.62 -0.76 -4.77  0.4583

Results
Frontier orbital gap (alpha / beta), eV: 3.856 / 3.775
Net charge: +2
HOMO energy (alpha / beta), eV: -12.71 / -12.71

=====

two) C35H33IN4PdS | ωB97M-V/def2-TZVPD

Last column: Mulliken charge in e.
CARTESIAN COORDINATES (ANGSTROEM)
1 Pd -0.74 -1.67 -0.93  -0.2843
2 I -2.95 -2.88 -0.46  0.2964
3 C -2.19 -4.61 -1.36  0.5467
4 C -2.98 -5.68 -1.63  -0.7276
5 C -2.39 -6.85 -2.14  -0.6469
6 C -1.04 -6.90 -2.31  -0.9419
7 C -0.20 -5.79 -2.02  0.7676
8 C 1.20 -5.86 -2.16  -0.7641
9 C 1.98 -4.79 -1.85  -1.1943
10 C 1.39 -3.57 -1.44  0.4344
11 C 0.03 -3.45 -1.33  -0.1062
12 C -0.80 -4.58 -1.57  0.9163
13 H -4.05 -5.64 -1.44  0.4209
14 H -3.01 -7.70 -2.38  0.4098
15 H -0.57 -7.81 -2.67  0.4158
16 H 1.65 -6.79 -2.49  0.4197
17 H 3.06 -4.85 -1.94  0.4198
18 H 2.03 -2.73 -1.23  0.4172
19 N -3.50 -1.62 2.64  -0.2946
20 C -3.07 -0.39 2.36  0.5325
21 S -3.44 0.19 0.72  -0.2590
22 N -2.42 0.24 3.32  -0.1589
23 C -2.07 1.62 3.52  0.7321
24 C -2.92 2.65 3.17  -0.2080
25 C -2.58 3.95 3.51  -0.6597
26 C -1.40 4.21 4.19  -0.7155
27 C -0.55 3.17 4.54  -0.7702
28 C -0.89 1.87 4.21  -0.4440
29 H -4.04 -2.12 1.96  0.1858
30 H -3.48 -1.99 3.58  0.2041
31 H -2.17 -0.33 4.12  0.3503
32 H -3.87 2.45 2.69  0.4267
33 H -3.26 4.76 3.27  0.5077
34 H -1.15 5.23 4.47  0.4875
35 H 0.36 3.37 5.08  0.4362
36 H -0.25 1.05 4.50  0.4220
37 N -1.79 0.25 0.11  -0.2092
38 C -1.05 1.33 0.28  0.4010
39 C -1.39 2.73 0.48  1.2313
40 C -0.41 3.59 1.00  0.0034
41 C -0.65 4.95 1.04  -1.1700
42 C -1.85 5.46 0.54  -0.6459
43 C -2.82 4.61 0.02  -0.8141
44 C -2.60 3.25 0.00  -0.6671
45 C 0.37 0.98 -0.05  0.2224
46 C 1.04 0.17 0.83  0.1726
47 C 2.38 -0.37 0.83  -0.8800
48 C 3.46 -0.20 0.04  -1.0839
49 C 3.76 0.73 -1.10  0.2603
50 C 0.77 1.17 -1.39  -0.6270
51 H 0.52 3.19 1.36  0.7027
52 H 0.09 5.62 1.45  0.5093
53 H -2.02 6.53 0.55  0.4671
54 H -3.74 5.02 -0.38  0.4711
55 H -3.34 2.59 -0.42  0.4905
56 H 0.49 -0.05 1.74  0.2931
57 H 2.53 -1.08 1.64  0.4730
58 H 4.30 -0.83 0.32  0.4154
59 H 4.81 0.59 -1.35  0.8294
60 H 0.29 1.91 -2.02  0.4606
61 C 3.62 2.20 -0.67  -1.5463
62 C 3.00 0.35 -2.44  2.2755
63 C 3.57 -0.93 -3.04  -1.6641
64 C 3.10 1.50 -3.45  -2.0216
65 C 1.58 0.14 -2.02  -0.7207
66 N 0.85 -0.88 -2.02  -0.8088
67 H 4.08 2.85 -1.40  0.4068
68 H 4.13 2.35 0.28  0.4325
69 H 2.59 2.53 -0.54  0.2938
70 H 4.60 -0.76 -3.36  0.4748
71 H 2.99 -1.24 -3.90  0.4297
72 H 3.58 -1.75 -2.32  0.2698
73 H 4.15 1.75 -3.63  0.4062
74 H 2.60 2.41 -3.11  0.4264
75 H 2.66 1.19 -4.40  0.4656

Results
Frontier orbital gap, eV: 5.619
Net charge: +2
HOMO energy, eV: -12.66

=====

Which one sits at the bottom of the stability order? one) does.

=====

one) C54H49GeN5O5PS3Ti | ωB97M-V/def2-TZVPD

Last column: Mulliken spin population.
CARTESIAN COORDINATES (ANGSTROEM)
1 Ti 0.42 0.60 0.81  0.7331
2 O -1.91 -0.20 2.50  0.0320
3 C -0.84 0.39 2.52  -0.0279
4 C -0.35 0.96 3.83  -0.0222
5 C -0.39 0.25 5.02  0.0011
6 C 0.14 0.81 6.16  0.0007
7 C 0.66 2.10 6.13  -0.0016
8 C 0.67 2.83 4.94  0.0102
9 C 0.19 2.24 3.78  -0.0066
10 P 0.22 3.02 2.11  0.0416
11 C 1.34 4.45 2.41  -0.0201
12 C 2.70 4.19 2.58  0.0073
13 C 3.59 5.22 2.84  0.0007
14 C 3.14 6.53 2.93  -0.0011
15 C 1.79 6.80 2.77  0.0008
16 C 0.89 5.77 2.51  -0.0013
17 C -1.46 3.78 2.03  -0.0099
18 C -2.49 3.36 2.87  0.0057
19 C -3.78 3.84 2.71  -0.0003
20 C -4.06 4.76 1.71  -0.0001
21 C -3.05 5.19 0.86  0.0003
22 C -1.76 4.69 1.02  0.0043
23 H -0.81 -0.75 5.02  -0.0012
24 H 0.16 0.25 7.09  -0.0001
25 H 1.07 2.55 7.03  0.0000
26 H 1.08 3.83 4.93  -0.0002
27 H 3.06 3.17 2.54  -0.0061
28 H 4.64 4.99 2.99  0.0001
29 H 3.83 7.33 3.13  -0.0001
30 H 1.43 7.81 2.85  0.0001
31 H -0.16 6.00 2.41  -0.0001
32 H -2.29 2.65 3.66  -0.0023
33 H -4.57 3.50 3.36  -0.0001
34 H -5.07 5.14 1.58  -0.0001
35 H -3.25 5.89 0.07  0.0000
36 H -0.99 5.01 0.33  0.0003
37 N -1.81 1.39 0.11  0.0061
38 C -2.02 0.27 -0.82  0.0199
39 C -0.73 0.10 -1.62  0.0046
40 O -0.67 -0.56 -2.63  0.0006
41 O 0.26 0.80 -1.12  0.0282
42 H -2.59 1.49 0.75  0.0043
43 H -1.70 2.25 -0.42  -0.0035
44 H -2.85 0.39 -1.52  0.0021
45 H -2.20 -0.63 -0.22  -0.0003
46 S 2.88 0.48 2.80  0.1474
47 C 2.45 0.79 1.26  -0.0013
48 S 3.73 1.48 0.20  0.0065
49 C 3.36 0.60 -1.25  -0.0067
50 N 2.73 -0.59 -1.15  0.0047
51 C 2.41 -1.33 -2.22  0.0027
52 C 2.82 -0.90 -3.46  0.0005
53 C 3.52 0.30 -3.50  0.0000
54 N 3.77 1.05 -2.43  0.0014
55 H 2.34 -0.87 -0.24  0.0165
56 H 1.82 -2.22 -2.04  0.0007
57 H 2.60 -1.47 -4.35  0.0002
58 H 3.87 0.70 -4.44  0.0001
59 O 0.75 -2.09 2.55  -0.0034
60 C 0.25 -2.13 1.45  0.0356
61 O 0.56 -1.28 0.48  -0.0115
62 C -0.83 -3.14 1.14  0.0020
63 C -0.98 -3.50 -0.35  -0.0018
64 Ge -0.02 -5.12 -0.80  -0.0013
65 C -0.81 -6.62 0.16  0.0000
66 C -0.07 -7.45 1.01  -0.0001
67 C -0.67 -8.52 1.65  0.0000
68 C -2.02 -8.78 1.46  0.0000
69 C -2.77 -7.96 0.63  0.0000
70 C -2.17 -6.89 -0.02  0.0000
71 C 1.86 -4.87 -0.34  0.0016
72 C 2.80 -4.71 -1.36  -0.0001
73 C 4.13 -4.44 -1.06  -0.0001
74 C 4.54 -4.33 0.27  -0.0007
75 C 3.61 -4.48 1.29  0.0012
76 C 2.28 -4.76 0.98  -0.0018
77 C -0.17 -5.49 -2.71  0.0000
78 C 0.37 -6.66 -3.24  0.0000
79 C 0.25 -6.96 -4.59  0.0000
80 C -0.43 -6.09 -5.43  0.0000
81 C -0.98 -4.92 -4.92  0.0000
82 C -0.85 -4.63 -3.57  0.0000
83 H -1.76 -2.70 1.52  -0.0031
84 H -0.63 -4.00 1.79  0.0016
85 H -0.60 -2.69 -0.96  0.0034
86 H -2.04 -3.61 -0.61  0.0004
87 H 0.98 -7.26 1.16  0.0001
88 H -0.09 -9.15 2.31  0.0000
89 H -2.49 -9.62 1.96  0.0000
90 H -3.83 -8.16 0.48  0.0000
91 H -2.76 -6.26 -0.67  0.0000
92 H 2.50 -4.80 -2.40  0.0000
93 H 4.86 -4.32 -1.85  0.0000
94 H 5.57 -4.12 0.51  -0.0001
95 H 3.91 -4.38 2.32  0.0002
96 H 1.57 -4.86 1.79  0.0004
97 H 0.90 -7.35 -2.58  0.0000
98 H 0.68 -7.87 -4.98  0.0000
99 H -0.53 -6.32 -6.48  0.0000
100 H -1.51 -4.24 -5.57  0.0000
101 H -1.28 -3.71 -3.18  0.0001
102 N 0.13 2.51 -3.66  0.0002
103 C -0.19 3.63 -2.96  -0.0004
104 S 0.53 3.94 -1.50  0.0061
105 N -1.14 4.39 -3.56  0.0000
106 C -1.74 5.59 -3.12  -0.0002
107 C -1.07 6.57 -2.39  0.0000
108 C -1.76 7.71 -1.99  0.0000
109 C -3.09 7.90 -2.33  0.0000
110 C -3.74 6.94 -3.08  0.0000
111 C -3.07 5.79 -3.48  0.0001
112 H 0.63 1.80 -3.13  -0.0007
113 H -0.46 2.17 -4.40  0.0000
114 H -1.60 3.98 -4.36  0.0000
115 H -0.03 6.43 -2.13  0.0002
116 H -1.23 8.45 -1.41  0.0000
117 H -3.61 8.80 -2.01  0.0000
118 H -4.78 7.08 -3.36  0.0000
119 H -3.59 5.04 -4.06  0.0000

Results
Multiplicity: 2
Frontier orbital gap (alpha / beta), eV: 5.848 / 6.539
Net charge: 0
HOMO energy (alpha / beta), eV: -6.58 / -7.26

=====

two) C54H49GeN5O5PS3Ti | ωB97M-V/def2-TZVPD

Last column: Mulliken spin population.
CARTESIAN COORDINATES (ANGSTROEM)
1 Ti 0.54 -0.11 -0.02  0.9730
2 O 1.82 -0.63 -1.33  -0.0349
3 C 1.20 0.23 -2.19  0.0111
4 C 0.56 -0.45 -3.36  -0.0187
5 C 1.07 -0.26 -4.64  -0.0023
6 C 0.57 -0.98 -5.71  0.0003
7 C -0.47 -1.89 -5.52  -0.0006
8 C -1.00 -2.07 -4.26  0.0009
9 C -0.48 -1.36 -3.17  -0.0276
10 P -1.28 -1.33 -1.54  0.0761
11 C -1.83 -3.01 -1.16  -0.0056
12 C -2.80 -3.19 -0.17  0.0004
13 C -3.14 -4.46 0.26  -0.0008
14 C -2.50 -5.57 -0.27  0.0017
15 C -1.52 -5.40 -1.24  -0.0010
16 C -1.18 -4.13 -1.68  -0.0023
17 C -2.74 -0.33 -1.95  -0.0100
18 C -2.47 1.00 -2.29  0.0078
19 C -3.50 1.84 -2.70  0.0022
20 C -4.80 1.37 -2.75  -0.0003
21 C -5.07 0.05 -2.41  0.0000
22 C -4.04 -0.80 -2.03  -0.0011
23 H 1.86 0.47 -4.78  0.0006
24 H 0.98 -0.82 -6.70  -0.0001
25 H -0.87 -2.43 -6.37  0.0000
26 H -1.84 -2.74 -4.12  0.0001
27 H -3.29 -2.33 0.27  0.0024
28 H -3.90 -4.58 1.03  -0.0001
29 H -2.76 -6.57 0.06  0.0002
30 H -1.01 -6.26 -1.66  0.0000
31 H -0.41 -4.01 -2.43  -0.0003
32 H -1.46 1.39 -2.26  -0.0033
33 H -3.26 2.85 -2.99  0.0001
34 H -5.61 2.02 -3.06  0.0000
35 H -6.09 -0.33 -2.46  -0.0001
36 H -4.27 -1.83 -1.78  0.0004
37 N -0.68 -0.73 1.80  0.0090
38 C -0.56 0.51 2.59  -0.0077
39 C -0.69 1.72 1.65  0.0234
40 O -0.73 2.84 2.13  0.0052
41 O -0.72 1.44 0.38  -0.0240
42 H -1.68 -0.86 1.65  -0.0050
43 H -0.35 -1.54 2.32  0.0067
44 H 0.42 0.56 3.08  -0.0030
45 H -1.34 0.62 3.35  0.0046
46 S 0.67 2.77 -3.11  0.0122
47 C 1.40 1.60 -2.17  0.0055
48 S -4.07 -0.20 1.77  0.0002
49 C -3.91 1.47 1.90  0.0004
50 N -3.55 2.19 0.78  -0.0002
51 C -3.36 3.52 0.78  0.0002
52 C -3.60 4.22 1.92  0.0004
53 C -3.98 3.46 3.04  -0.0002
54 N -4.13 2.16 3.04  0.0001
55 H -3.32 1.65 -0.05  0.0008
56 H -3.01 3.94 -0.15  -0.0002
57 H -3.44 5.28 1.98  0.0001
58 H -4.16 3.96 3.98  0.0000
59 O 2.01 1.19 0.72  -0.0158
60 C 2.52 2.06 0.01  0.0050
61 O 2.40 2.17 -1.28  -0.0044
62 C 3.24 3.19 0.67  0.0024
63 C 2.16 4.29 0.79  -0.0015
64 Ge 2.20 5.32 2.46  -0.0002
65 C 3.82 6.41 2.61  0.0002
66 C 4.56 6.48 3.79  0.0000
67 C 5.69 7.28 3.88  0.0000
68 C 6.10 8.03 2.78  0.0000
69 C 5.37 7.97 1.60  0.0000
70 C 4.24 7.17 1.52  0.0000
71 C 2.09 4.05 3.94  0.0002
72 C 0.86 3.78 4.53  0.0003
73 C 0.74 2.81 5.51  -0.0001
74 C 1.85 2.08 5.91  0.0000
75 C 3.09 2.34 5.33  -0.0001
76 C 3.20 3.32 4.35  -0.0001
77 C 0.63 6.49 2.42  0.0000
78 C 0.46 7.48 3.39  0.0001
79 C -0.65 8.32 3.36  0.0000
80 C -1.59 8.19 2.36  0.0000
81 C -1.43 7.21 1.38  0.0000
82 C -0.33 6.36 1.43  -0.0005
83 H 4.09 3.53 0.10  0.0003
84 H 3.56 2.83 1.64  -0.0012
85 H 1.17 3.84 0.82  0.0023
86 H 2.18 4.93 -0.09  -0.0006
87 H 4.25 5.91 4.66  0.0000
88 H 6.25 7.32 4.80  0.0000
89 H 6.98 8.65 2.85  0.0000
90 H 5.68 8.55 0.74  0.0000
91 H 3.68 7.14 0.59  0.0000
92 H -0.03 4.32 4.20  0.0000
93 H -0.23 2.61 5.95  0.0000
94 H 1.76 1.32 6.68  0.0000
95 H 3.96 1.78 5.64  0.0000
96 H 4.17 3.50 3.91  0.0001
97 H 1.20 7.61 4.17  0.0000
98 H -0.76 9.08 4.12  0.0000
99 H -2.45 8.85 2.32  0.0000
100 H -2.16 7.12 0.59  0.0000
101 H -0.24 5.59 0.67  0.0004
102 N 2.48 -3.22 -0.87  0.0003
103 C 2.77 -3.17 0.45  -0.0004
104 S 2.11 -1.97 1.42  0.0043
105 N 3.56 -4.18 0.89  0.0006
106 C 4.10 -4.53 2.15  0.0009
107 C 4.02 -3.76 3.31  -0.0011
108 C 4.61 -4.23 4.48  -0.0002
109 C 5.28 -5.45 4.52  0.0003
110 C 5.36 -6.20 3.36  -0.0001
111 C 4.78 -5.75 2.19  0.0001
112 H 2.10 -2.35 -1.27  0.0111
113 H 3.07 -3.77 -1.47  -0.0002
114 H 3.81 -4.84 0.18  0.0000
115 H 3.51 -2.81 3.31  0.0013
116 H 4.54 -3.63 5.37  0.0000
117 H 5.73 -5.80 5.43  0.0000
118 H 5.88 -7.15 3.36  0.0000
119 H 4.85 -6.35 1.29  0.0000

Results
Multiplicity: 2
Frontier orbital gap (alpha / beta), eV: 6.948 / 6.966
Net charge: 0
HOMO energy (alpha / beta), eV: -6.81 / -6.82

=====

Which one sits at the bottom of the stability order? one) does.